Entry from OMol25: C14H2BF5N4O10S2W as an isolated structure in a non-equilibrium geometry (ωB97M-V/def2-TZVPD).

The value obtained for the relative energy (zero: lowest compared OMol25 entry of this formula, charge and spin) is 48.4 kcal/mol. For the HOMO-LUMO gap, the calculation gives 6.289 eV. The calculation puts the LUMO energy at -3.237 eV. The value obtained for the HOMO energy is -9.53 eV.

Last column: Mulliken charge in e.
Atoms and positions in Å:
W  0.159  0.687  0.931  1.623
S  -0.775  1.964  2.921  -0.412
C  -2.293  2.111  2.120  1.019
S  -2.283  1.162  0.668  -0.439
C  -3.357  2.833  2.548  0.403
C  -4.552  2.880  1.761  -0.127
N  -5.491  2.881  1.097  -0.429
C  -3.284  3.557  3.781  -0.144
N  -3.181  4.138  4.768  -0.427
O  3.447  0.102  -1.455  -0.597
C  2.306  -0.043  -1.140  0.258
O  1.787  0.678  -0.108  -0.508
C  1.368  -0.966  -1.827  1.045
C  1.744  -1.434  -3.079  -0.675
C  0.881  -2.260  -3.762  -0.384
C  -0.344  -2.634  -3.248  -0.346
C  -0.709  -2.162  -2.005  -0.441
C  0.148  -1.339  -1.266  0.321
O  -0.185  -0.938  -0.033  -0.621
N  -2.051  -2.567  -1.514  0.991
O  -2.573  -3.504  -2.074  -0.611
O  -2.501  -1.998  -0.541  -0.576
N  1.267  -2.756  -5.102  1.068
O  2.339  -2.392  -5.536  -0.610
O  0.484  -3.486  -5.669  -0.611
H  2.695  -1.145  -3.502  0.640
H  -1.008  -3.278  -3.802  0.651
F  3.559  -0.712  3.900  -0.233
C  3.348  0.544  3.534  0.758
F  4.421  1.007  2.903  -0.226
F  3.122  1.286  4.617  -0.235
C  2.126  0.637  2.609  0.709
O  1.453  -0.397  2.306  -0.640
O  1.755  1.734  2.151  -0.671
F  -0.393  3.682  -0.399  -0.165
B  -0.295  2.394  -0.360  0.725
F  -0.388  1.552  -1.414  -0.135
O  -1.675  -1.231  2.956  -0.230
C  -1.067  -0.588  2.269  0.279

---

Entry from OMol25: C14H30B2BeCl4F5I2LiN2NaO9P2 as an isolated structure in a non-equilibrium geometry (ωB97M-V/def2-TZVPD).

The total charge is -1. For the HOMO-LUMO gap, the calculation gives 2.461 eV. The calculation puts the LUMO energy at -2.440 eV. The value obtained for the HOMO energy is -4.90 eV.

Last column: Mulliken charge in e.
Atoms and positions in Å:
C  -0.696  1.234  2.435  -0.736
C  0.551  1.935  1.941  0.457
O  0.285  3.160  1.214  -0.441
P  -0.164  2.821  -0.299  0.911
O  0.583  3.671  -1.197  -0.859
C  -1.915  3.118  -0.675  -0.773
C  -2.768  1.912  -0.277  -0.581
P  -4.360  1.686  -1.203  -0.456
B  -3.877  1.950  -3.084  0.400
N  -4.399  3.043  -3.830  -0.533
O  -3.002  1.148  -3.743  -0.345
C  -4.909  -0.053  -1.096  0.087
I  -5.594  -0.943  -2.900  0.044
C  -4.961  -0.803  -0.026  0.057
C  -5.372  -2.230  0.097  -1.214
I  -4.435  -0.001  1.859  0.139
O  0.135  1.309  -0.471  0.056
C  1.281  0.782  -1.185  -1.092
C  1.061  -0.640  -0.728  -0.677
H  -0.938  0.501  1.645  -0.178
H  -1.491  1.954  2.517  0.185
H  -0.496  0.698  3.347  0.485
H  1.191  1.254  1.404  -0.024
H  1.111  2.222  2.823  0.003
H  -1.995  3.450  -1.698  0.371
H  -2.201  3.950  -0.050  0.434
H  -3.045  2.062  0.747  0.254
H  -2.231  0.971  -0.287  0.499
H  -3.659  3.346  -4.454  0.264
H  -4.543  3.838  -3.223  0.268
H  -2.655  0.510  -3.117  0.258
H  -6.441  -2.329  0.019  0.419
H  -4.993  -2.511  1.093  0.014
H  -4.841  -2.834  -0.621  0.524
H  1.243  0.894  -2.255  0.432
H  2.176  1.196  -0.771  0.627
H  -0.004  -0.850  -0.771  0.428
H  1.660  -1.447  -1.467  0.357
H  1.350  -0.713  0.305  0.461
Li  0.135  -0.941  0.834  0.740
Cl  3.183  -0.958  -1.611  -0.290
Be  -5.510  -3.682  2.535  -0.007
F  0.836  -2.483  0.504  -0.832
C  2.839  -0.394  -5.096  0.174
Cl  2.554  0.999  -6.154  -0.194
Cl  1.381  -1.391  -4.927  -0.160
H  3.633  -1.002  -5.521  0.161
H  3.128  -0.036  -4.118  0.009
C  4.398  -4.105  -5.554  -0.884
C  5.283  -3.243  -4.609  0.161
O  6.037  -2.394  -5.289  -0.511
H  4.993  -4.717  -6.231  0.311
H  3.767  -4.785  -4.969  0.315
H  3.739  -3.469  -6.148  0.202
H  5.827  -3.944  -3.938  0.318
H  4.553  -2.757  -3.870  -0.050
C  2.676  2.949  5.924  -0.745
C  1.637  1.940  5.739  0.239
N  0.797  1.170  5.610  -0.264
H  3.132  3.238  4.978  0.301
H  2.276  3.863  6.377  0.240
H  3.474  2.594  6.574  0.286
O  3.524  -1.528  1.666  -0.629
Cl  4.896  -1.577  2.118  1.711
O  5.291  -0.256  2.594  -0.729
O  5.750  -1.964  1.022  -0.676
O  5.021  -2.528  3.193  -0.677
Na  0.350  3.987  7.024  0.940
B  -3.244  -2.373  5.873  0.513
F  -2.713  -3.133  6.913  -0.365
F  -3.966  -1.284  6.397  -0.422
F  -2.205  -1.886  5.051  -0.342
F  -4.110  -3.169  5.091  -0.374

---

Entry from OMol25: C14H30ClCoN6O9 as an isolated structure in a non-equilibrium geometry (ωB97M-V/def2-TZVPD).

The total charge is +2. The value obtained for the relative energy (zero: lowest compared OMol25 entry of this formula, charge and spin) is 35.8 kcal/mol. For the HOMO-LUMO gap (spin up / spin down), the calculation gives 7.866 / 6.374 eV. The calculation puts the LUMO energy (spin up / spin down) at -6.659 / -8.040 eV. The value obtained for the HOMO energy (spin up / spin down) is -14.52 / -14.41 eV.

Last column: Mulliken charge in e.
Atoms and positions in Å:
Co  -0.300  0.181  0.003  0.879
C  3.407  -2.542  0.095  -1.007
N  2.121  -3.029  -0.404  0.144
C  2.170  -4.363  -1.000  -0.985
C  1.048  -2.268  -0.375  1.003
O  1.090  -1.114  0.125  -0.614
C  -0.253  -2.800  -0.964  -1.139
O  -1.274  -1.831  -0.859  -0.378
C  -2.409  -2.138  -0.086  -1.087
C  -2.328  -1.388  1.232  1.045
O  -1.328  -0.652  1.441  -0.672
N  -3.277  -1.553  2.126  0.103
C  -3.217  -0.890  3.429  -1.042
C  -4.410  -2.456  1.918  -1.024
H  3.808  -3.266  0.803  0.341
H  3.275  -1.584  0.583  0.260
H  4.101  -2.437  -0.738  0.360
H  2.579  -5.061  -0.271  0.361
H  2.820  -4.345  -1.874  0.353
H  1.189  -4.713  -1.300  0.365
H  -0.531  -3.722  -0.449  0.553
H  -0.103  -3.028  -2.022  0.508
H  -2.494  -3.212  0.104  0.542
H  -3.291  -1.827  -0.649  0.449
H  -2.232  -0.466  3.580  0.302
H  -3.417  -1.625  4.207  0.410
H  -3.973  -0.106  3.478  0.344
H  -4.708  -2.486  0.874  0.414
H  -5.253  -2.079  2.492  0.381
H  -4.173  -3.462  2.265  0.326
N  0.480  1.541  1.479  -0.293
C  -0.266  2.752  1.476  0.038
C  0.462  4.089  1.592  -0.955
C  1.911  4.268  1.135  -0.616
C  2.249  4.125  -0.356  -1.054
N  1.216  4.591  -1.274  0.243
C  0.899  5.850  -1.531  0.850
N  1.582  6.856  -0.977  -0.349
N  -0.130  6.110  -2.334  -0.347
C  -1.321  2.722  0.121  0.637
O  -1.644  3.796  -0.297  -0.604
O  -1.643  1.533  -0.122  -0.519
H  0.390  0.958  2.305  0.365
H  1.441  1.621  1.164  0.333
H  -1.058  2.687  2.224  0.438
H  0.458  4.316  2.661  0.459
H  -0.180  4.836  1.124  0.260
H  2.586  3.608  1.688  0.394
H  2.184  5.268  1.478  0.426
H  2.408  3.085  -0.626  0.165
H  3.196  4.627  -0.569  0.549
H  0.709  3.880  -1.788  -0.009
H  2.454  6.683  -0.509  0.181
H  1.383  7.810  -1.229  0.218
H  -0.718  5.364  -2.670  0.172
H  -0.396  7.053  -2.560  0.202
O  1.563  0.726  -3.324  -0.619
Cl  0.509  1.176  -2.504  1.963
O  -0.529  0.186  -2.352  -0.578
O  -0.019  2.434  -2.927  -0.739
O  1.006  1.353  -1.082  -0.707

---

Entry from OMol25: C14H30N2O28S6 as an isolated structure in a non-equilibrium geometry (ωB97M-V/def2-TZVPD).

The value obtained for the relative energy (zero: lowest compared OMol25 entry of this formula, charge and spin) is 0.0 kcal/mol. For the HOMO-LUMO gap, the calculation gives 10.339 eV. The calculation puts the LUMO energy at -0.529 eV. The value obtained for the HOMO energy is -10.87 eV.

Last column: Mulliken charge in e.
Atoms and positions in Å:
C  2.748  2.866  1.565  -0.513
N  1.825  4.026  1.518  0.936
O  0.882  3.975  0.767  -0.487
O  1.993  4.898  2.344  -0.560
H  2.918  2.628  2.609  0.242
H  3.687  3.167  1.104  0.346
H  2.288  2.058  1.006  0.030
C  -1.247  0.724  0.550  -0.585
N  -0.793  0.662  -0.861  1.038
O  -1.578  0.945  -1.724  -0.572
O  0.339  0.269  -1.094  -0.515
H  -0.669  0.006  1.120  0.064
H  -2.305  0.485  0.575  0.280
H  -1.094  1.753  0.869  0.271
C  -0.318  3.911  -2.448  0.177
C  -0.342  5.390  -2.032  -0.195
O  -1.681  5.848  -2.299  -0.344
S  -2.624  4.622  -2.658  1.124
O  -3.525  4.992  -3.677  -0.563
O  -3.074  4.026  -1.453  -0.522
O  -1.459  3.710  -3.266  -0.291
H  -0.368  3.219  -1.611  -0.308
H  0.614  3.740  -2.982  0.432
H  0.342  6.037  -2.575  0.298
H  -0.141  5.500  -0.967  0.200
C  -0.016  2.347  6.393  -0.482
C  0.847  3.136  5.439  -0.327
O  1.604  2.138  4.757  -0.329
S  0.787  0.737  4.732  1.035
O  1.555  -0.229  5.421  -0.677
O  0.381  0.489  3.404  -0.222
O  -0.425  1.207  5.616  -0.272
H  -0.861  2.887  6.805  0.337
H  0.589  1.968  7.223  0.318
H  1.468  3.846  5.982  0.352
H  0.246  3.683  4.707  0.245
C  -4.352  -2.527  -3.318  -0.367
C  -4.112  -3.774  -2.490  -0.183
O  -4.274  -3.293  -1.147  -0.372
S  -3.490  -1.914  -1.045  1.167
O  -2.105  -2.150  -0.842  -0.337
O  -4.199  -1.048  -0.189  -0.665
O  -3.719  -1.483  -2.566  -0.398
H  -5.414  -2.292  -3.391  0.353
H  -3.922  -2.602  -4.314  0.319
H  -3.103  -4.180  -2.605  0.129
H  -4.817  -4.573  -2.704  0.348
C  0.862  -2.713  2.858  -0.197
C  0.413  -3.630  4.015  -0.386
O  -0.984  -3.840  3.823  -0.370
S  -1.612  -2.621  3.039  0.935
O  -1.826  -1.563  3.954  -0.512
O  -2.612  -3.071  2.177  -0.483
O  -0.302  -2.298  2.179  -0.042
H  1.528  -3.276  2.203  0.299
H  1.430  -1.867  3.245  0.147
H  0.582  -3.187  4.998  0.238
H  0.924  -4.589  4.002  0.316
C  0.056  -1.955  -3.127  0.342
C  -1.008  -1.618  -4.150  -0.008
O  -1.432  -2.875  -4.694  -0.324
S  -0.355  -4.025  -4.427  1.000
O  0.201  -4.464  -5.646  -0.566
O  -0.933  -4.971  -3.542  -0.592
O  0.710  -3.113  -3.700  -0.343
H  -0.342  -2.221  -2.149  -0.069
H  0.803  -1.181  -3.003  0.191
H  -0.634  -0.977  -4.947  0.365
H  -1.856  -1.128  -3.675  0.105
C  3.385  -0.964  -0.544  0.082
C  4.879  -0.983  -0.247  -0.306
O  5.448  -0.463  -1.467  -0.368
S  4.602  -0.949  -2.731  1.077
O  5.117  -2.178  -3.191  -0.542
O  4.438  0.127  -3.620  -0.558
O  3.240  -1.223  -1.941  -0.119
H  2.945  0.019  -0.376  -0.013
H  2.866  -1.733  0.023  0.103
H  5.236  -2.006  -0.133  0.341
H  5.145  -0.294  0.545  0.304